This record from OMol25 describes the molecule C5H14N2OS at a distorted geometry. The level of theory is wB97M-V/def2-TZVPD.

**HOMO-LUMO gap**: 9.4 eV
**HOMO energy**: -8.67 eV
**LUMO energy**: 0.77 eV
**Structure (SMILES)**: CC(C)(C)[S@](C)(=O)=NN

Positions of all 23 atoms, in Å:
C: 1.784 1.229 -0.210
C: 0.723 0.179 0.395
C: 0.903 0.112 1.879
C: 0.994 -1.186 -0.253
S: -1.079 0.730 -0.038
C: -1.293 0.728 -1.864
O: -1.273 2.143 0.313
N: -2.085 -0.245 0.600
N: -1.957 -1.567 0.059
H: 1.588 1.274 -1.332
H: 1.496 2.291 0.163
H: 2.725 0.827 0.223
H: 0.096 -0.630 2.141
H: 0.927 0.985 2.572
H: 1.903 -0.381 2.078
H: 0.162 -1.870 -0.006
H: 1.087 -1.081 -1.376
H: 1.882 -1.557 0.134
H: -0.417 0.682 -2.359
H: -1.849 -0.232 -1.919
H: -1.907 1.563 -2.164
H: -1.492 -2.032 0.909
H: -2.919 -1.964 0.054

=====

This record from OMol25 describes a cluster of 40 separate species, H80O40 in total at a distorted geometry. The level of theory is wB97M-V/def2-TZVPD.

**<S²>**: 0.76
**Multiplicity**: 2
**HOMO-LUMO gap (alpha / beta)**: 9.1 / 3.2 eV
**HOMO energy (alpha / beta)**: -12.75 / -12.75 eV
**Charge**: +1
**LUMO energy (alpha / beta)**: -3.61 / -9.58 eV

Positions of all 120 atoms, in Å:
H: -3.371 0.300 1.879
H: -4.628 0.506 2.455
O: -4.193 0.764 1.650
H: 0.910 3.698 2.185
H: 1.684 3.846 0.876
O: 0.842 4.006 1.282
H: 0.808 -2.829 -1.330
H: -0.259 -3.789 -0.778
O: -0.142 -2.821 -1.038
H: 0.291 0.361 2.312
H: 0.192 -1.087 2.229
O: -0.386 -0.315 2.153
H: -1.467 6.088 -0.255
H: -0.723 7.019 -1.201
O: -0.879 6.881 -0.279
H: 2.821 -1.170 -0.413
O: 2.091 -0.780 0.055
H: -1.078 -2.736 5.534
O: -0.472 -2.983 4.822
H: 1.253 -0.513 -4.602
H: -0.272 -0.763 -4.070
O: 0.677 -0.564 -3.820
H: 2.891 2.318 4.188
H: 2.993 0.791 4.226
O: 3.489 1.605 4.352
H: -1.838 -1.446 -2.833
H: -2.566 -1.162 -3.996
O: -1.725 -1.606 -3.786
H: -5.032 -1.512 -1.139
H: -4.804 -0.278 -0.469
O: -5.247 -0.575 -1.281
H: -2.503 3.493 -3.158
O: -2.710 2.894 -3.880
H: 2.199 -2.049 6.359
H: 1.993 -3.461 5.736
O: 1.589 -2.790 6.291
H: 0.863 -0.031 4.487
H: 0.663 -1.517 4.532
O: 1.353 -0.857 4.339
H: 1.723 -2.467 2.595
H: 1.572 -2.080 1.096
O: 1.366 -2.775 1.752
H: 2.344 -1.331 -2.718
H: 1.242 -2.202 -2.714
O: 2.161 -2.236 -2.398
H: 0.133 2.542 -0.840
H: -1.142 2.310 -1.218
O: -0.556 3.122 -1.237
H: -0.808 1.751 5.873
H: -0.710 0.486 5.097
O: -0.354 0.897 5.897
H: -4.673 -3.213 0.740
O: -5.366 -2.555 0.948
H: 3.526 5.228 -0.418
H: 4.082 3.905 0.173
O: 4.318 4.690 -0.311
H: 4.517 1.537 1.692
O: 4.561 1.576 0.732
H: 2.739 1.644 -5.366
H: 1.486 1.022 -4.742
O: 2.296 0.809 -5.226
H: 3.581 -4.732 -2.065
H: 3.638 -3.370 -1.588
O: 4.111 -4.206 -1.449
H: 0.519 -3.974 -3.483
H: -0.770 -4.686 -3.174
O: 0.013 -4.327 -2.727
H: -2.731 3.688 2.903
H: -4.241 3.264 2.938
O: -3.453 3.422 3.455
H: -1.348 0.665 -6.000
H: -1.808 1.860 -5.778
O: -1.037 1.386 -5.421
H: -2.040 -1.989 -0.341
H: -1.873 -1.026 0.827
O: -2.523 -1.551 0.358
H: 3.552 -5.238 2.345
H: 2.514 -4.650 3.255
O: 3.458 -4.611 3.072
H: 0.406 2.623 -3.001
H: 1.329 3.676 -3.390
O: 1.147 2.765 -3.637
H: -3.772 2.557 -0.843
H: -3.198 1.554 0.008
O: -2.911 2.124 -0.723
H: 3.103 1.497 -3.252
H: 2.865 2.279 -1.953
O: 3.097 1.412 -2.295
H: 5.809 -0.558 -0.818
O: 4.870 -0.767 -0.802
H: -2.025 -4.046 0.823
H: -2.600 -2.991 1.860
O: -2.755 -3.818 1.409
H: -4.693 -1.871 1.043
H: 1.687 -0.056 -0.476
H: 4.218 0.857 0.241
H: -0.213 -3.853 5.149
H: -2.878 3.507 -4.600
H: 4.718 -1.686 -0.562
O: -2.373 -5.624 3.113
H: -1.889 -4.920 2.671
H: -3.188 -5.192 3.351
O: -2.197 4.653 0.280
H: -1.420 4.784 0.830
H: -1.927 3.961 -0.369
O: 0.370 0.707 -1.452
H: -0.167 0.096 -0.934
H: 0.563 0.297 -2.331
O: -0.323 -4.730 0.586
H: -0.140 -5.668 0.487
H: 0.239 -4.276 1.238
O: -0.084 6.123 -2.868
H: -0.303 6.095 -1.918
H: 0.538 5.420 -3.052
O: 1.892 1.694 1.865
H: 2.752 1.596 1.405
H: 1.356 1.560 1.069
O: -3.855 -0.921 -3.558
H: -4.096 -0.445 -2.758
H: -4.207 -0.451 -4.319

=====

This record from OMol25 describes the molecule C5H12N2 at a distorted geometry. The level of theory is wB97M-V/def2-TZVPD.

**HOMO-LUMO gap**: 9.7 eV
**HOMO energy**: -8.58 eV
**LUMO energy**: 1.13 eV
**Structure (SMILES)**: CC(C)[C@H]1NN1C

Positions of all 19 atoms, in Å:
C: 2.145 -0.438 -0.892
C: 1.060 0.067 0.037
C: 0.867 1.632 -0.161
C: -0.293 -0.511 -0.128
N: -0.654 -1.636 0.743
N: -1.154 -0.295 0.974
C: -2.563 -0.016 0.829
H: 1.745 -1.023 -1.708
H: 2.819 -1.005 -0.331
H: 2.760 0.421 -1.260
H: 1.369 -0.278 1.080
H: 0.854 1.833 -1.282
H: 1.685 2.197 0.345
H: -0.042 2.015 0.373
H: -0.599 -0.584 -1.244
H: -1.282 -2.319 0.318
H: -2.806 0.976 0.990
H: -2.835 -0.294 -0.212
H: -3.075 -0.740 1.529

=====

This record from OMol25 describes a cluster of 6 separate species, C10H34O12P2 in total at a distorted geometry. The level of theory is wB97M-V/def2-TZVPD.

**HOMO-LUMO gap**: 9.9 eV
**HOMO energy**: -9.66 eV
**LUMO energy**: 0.25 eV
**Structure (SMILES)**: COP(=O)(OC)OC.COP(=O)(OC)OC.CO.CO.CO.CO

Positions of all 58 atoms, in Å:
C: -2.785 1.375 3.436
O: -3.734 0.456 2.847
P: -4.235 0.644 1.369
O: -5.059 -0.453 0.791
O: -4.858 2.117 1.412
C: -5.794 2.513 2.355
O: -2.892 0.899 0.598
C: -2.871 1.603 -0.718
H: -2.172 0.767 4.100
H: -3.374 2.148 3.931
H: -2.040 1.833 2.785
H: -6.792 2.705 1.960
H: -5.571 3.518 2.713
H: -6.026 1.870 3.204
H: -2.671 2.672 -0.642
H: -3.811 1.434 -1.244
H: -2.076 1.277 -1.387
C: 0.113 -2.869 -0.098
O: 0.588 -4.161 -0.106
P: 1.852 -4.576 -1.085
O: 3.238 -4.487 -0.650
O: 1.567 -3.838 -2.570
C: 2.588 -3.805 -3.576
O: 1.353 -6.048 -1.533
C: -0.067 -6.310 -1.847
H: -0.852 -2.716 0.385
H: 0.149 -2.401 -1.082
H: 0.758 -2.223 0.497
H: 2.142 -3.811 -4.571
H: 3.492 -4.410 -3.506
H: 2.958 -2.781 -3.525
H: -0.577 -6.946 -1.124
H: -0.103 -6.880 -2.775
H: -0.651 -5.389 -1.860
C: 0.852 0.947 -1.475
O: 0.602 0.968 -0.155
H: 1.913 1.184 -1.554
H: 0.536 0.063 -2.028
H: 0.452 1.847 -1.942
H: 0.892 1.797 0.231
C: 0.009 3.710 1.451
O: 0.281 3.808 0.059
H: -1.047 3.931 1.610
H: 0.206 2.673 1.719
H: 0.385 4.376 2.228
H: -0.207 4.556 -0.293
C: 3.336 -1.229 0.898
O: 2.176 -0.593 1.392
H: 3.188 -1.585 -0.121
H: 4.251 -0.650 1.021
H: 3.513 -2.181 1.398
H: 1.619 -0.174 0.732
C: 4.029 3.682 -0.906
O: 3.993 4.207 0.407
H: 4.715 4.256 -1.529
H: 4.586 2.746 -0.945
H: 3.036 3.508 -1.321
H: 4.897 4.429 0.640

=====

This record from OMol25 describes a cluster of 2 separate species, C5H9N2O2 in total at a distorted geometry. The level of theory is wB97M-V/def2-TZVPD.

**<S²>**: 2.01
**Multiplicity**: 3
**HOMO-LUMO gap (alpha / beta)**: 8.4 / 5.9 eV
**HOMO energy (alpha / beta)**: -11.85 / -13.43 eV
**Charge**: +1
**LUMO energy (alpha / beta)**: -3.45 / -7.52 eV

Positions of all 18 atoms, in Å:
C: -0.565 -1.331 -1.035
C: 0.099 1.867 1.930
C: -1.279 -0.490 -0.409
C: -0.364 -2.754 -0.488
C: 1.402 1.044 -1.111
N: 0.296 1.183 0.865
N: 0.847 0.406 0.112
O: -1.045 2.054 2.531
O: -1.903 0.263 0.219
H: -0.294 -0.974 -1.997
H: 0.877 2.314 2.612
H: 0.581 -3.086 -0.924
H: -1.098 -3.381 -0.787
H: -0.369 -2.965 0.599
H: 2.134 1.686 -0.847
H: 0.724 1.784 -1.714
H: 1.799 0.236 -1.561
H: -1.845 2.144 2.005

=====

This record from OMol25 describes the molecule C21H31N3O4S at a distorted geometry. The level of theory is wB97M-V/def2-TZVPD.

**HOMO-LUMO gap**: 8.6 eV
**HOMO energy**: -8.01 eV
**LUMO energy**: 0.55 eV
**Structure (SMILES)**: O=C(NC[C@@H]1CCCO1)C1CCN(c2ccc(S(=O)(=O)N3CCCC3)cc2)CC1

Positions of all 60 atoms, in Å:
O: -3.277 -0.178 -2.086
C: -3.711 -0.724 -1.093
N: -5.031 -0.879 -0.856
C: -6.056 -0.304 -1.693
C: -6.721 0.898 -1.001
C: -5.784 2.108 -0.868
C: -6.130 2.657 0.514
C: -6.479 1.373 1.263
O: -7.121 0.535 0.321
C: -2.799 -1.299 -0.013
C: -1.760 -2.220 -0.658
C: -0.725 -2.680 0.373
N: -0.069 -1.543 0.985
C: 1.092 -1.022 0.458
C: 2.091 -1.879 -0.038
C: 3.284 -1.386 -0.516
C: 3.523 -0.024 -0.505
S: 5.079 0.577 -1.122
O: 5.119 2.009 -0.977
O: 5.330 0.030 -2.425
N: 6.130 -0.204 -0.048
C: 6.248 0.506 1.210
C: 7.416 1.472 1.002
C: 8.376 0.667 0.118
C: 7.483 -0.399 -0.550
C: 2.568 0.843 -0.013
C: 1.367 0.355 0.461
C: -1.034 -0.703 1.659
C: -2.079 -0.142 0.691
H: -5.354 -1.247 0.025
H: -6.811 -1.066 -1.904
H: -5.584 0.017 -2.624
H: -7.630 1.162 -1.559
H: -5.943 2.829 -1.665
H: -4.746 1.777 -0.901
H: -5.312 3.201 0.978
H: -7.005 3.305 0.458
H: -7.166 1.524 2.098
H: -5.565 0.888 1.640
H: -3.387 -1.863 0.719
H: -1.260 -1.671 -1.458
H: -2.254 -3.088 -1.097
H: -1.220 -3.254 1.165
H: 0.001 -3.328 -0.111
H: 1.940 -2.947 -0.031
H: 4.048 -2.043 -0.899
H: 6.466 -0.221 1.999
H: 5.306 1.008 1.429
H: 7.048 2.345 0.463
H: 7.869 1.790 1.939
H: 8.865 1.298 -0.620
H: 9.145 0.186 0.723
H: 7.805 -1.410 -0.283
H: 7.453 -0.319 -1.636
H: 2.774 1.902 -0.023
H: 0.636 1.063 0.815
H: -1.540 -1.330 2.404
H: -0.522 0.095 2.196
H: -1.591 0.474 -0.067
H: -2.795 0.479 1.234

=====

Values for total energy, a.u., ordered as above
-781.6928, -3057.0808, -307.1140, -1987.0159, -455.3960, -1682.2354
Values for relative energy (zero: lowest compared OMol25 entry of this formula, charge and spin), kJ/mol, ordered as above
120.5, 581.5, 302.7, 257.4, 337.7, 156.5